1.
Entry from OMol25: C26H18Cl2N4O7Ti as an isolated structure (ωB97M-V/def2-TZVPD).

Atoms and positions in Å:
Ti1 -0.617 -0.224 0.291
Cl1 4.185 1.756 4.583
C1 2.652 1.674 3.736
C2 2.633 1.105 2.469
C3 1.444 0.995 1.746
N1 1.295 0.369 0.525
C4 2.383 -0.520 0.145
O1 2.697 -1.425 0.961
C5 2.977 -0.359 -1.131
C6 4.007 -1.277 -1.532
C7 4.621 -1.136 -2.739
C8 4.224 -0.091 -3.608
C9 3.187 0.723 -3.161
N2 2.567 0.635 -1.999
C10 0.254 1.514 2.341
C11 0.294 2.051 3.612
C12 1.493 2.137 4.320
Cl2 1.469 2.839 5.926
N3 -0.942 1.433 1.594
C13 -2.038 0.843 2.156
O2 -3.190 1.249 2.158
C14 -1.763 -0.571 2.713
C15 -2.521 -1.206 3.685
C16 -2.109 -2.461 4.096
C17 -0.989 -3.063 3.537
C18 -0.313 -2.389 2.533
N4 -0.723 -1.181 2.158
H1 3.538 0.681 2.060
H2 4.264 -2.073 -0.846
H3 5.398 -1.836 -3.033
H4 4.665 0.062 -4.584
H5 2.833 1.518 -3.822
H6 -0.613 2.441 4.057
H7 -3.393 -0.706 4.082
H8 -2.672 -2.979 4.866
H9 -0.649 -4.041 3.850
H10 0.556 -2.770 2.008
O3 -4.121 -2.101 -1.218
C19 -3.207 -1.297 -1.074
O4 -2.542 -1.103 0.012
C20 -2.858 -0.332 -2.212
C21 -2.711 1.093 -1.671
C22 -2.747 2.131 -2.786
C23 -1.374 1.908 -3.469
C24 -0.770 0.794 -2.621
O5 -1.307 1.133 -1.296
C25 -1.453 -0.548 -2.900
C26 -0.615 -1.702 -2.347
O6 -0.417 -2.710 -3.005
O7 -0.147 -1.472 -1.162
H11 -3.652 -0.390 -2.956
H12 -3.302 1.311 -0.785
H13 -2.819 3.133 -2.364
H14 -3.594 1.973 -3.455
H15 -0.753 2.801 -3.413
H16 -1.457 1.611 -4.515
H17 0.318 0.770 -2.544
H18 -1.576 -0.724 -3.969

Its net charge is -2. The calculation puts the HOMO energy (alpha / beta) at 0.530 / -1.812 eV. As for the maximum force: 0.0331 Eh/bohr. Its spin multiplicity is 3.

natural (NBO) population analysis, charges in e, atoms 1 to 6: 1.636 -0.052 -0.050 -0.312 0.269 -0.763


2.
Entry from OMol25: C48H47InN3O3PTe as an isolated structure (ωB97M-V/def2-TZVPD).

Atoms and positions in Å:
In1 -0.027 0.032 0.699
C1 3.346 -1.858 2.970
C2 3.716 -0.745 1.991
C3 3.289 0.614 2.518
C4 3.171 -1.023 0.581
C5 3.927 -2.151 -0.118
O1 2.992 -3.248 -0.126
C6 1.813 -2.780 0.311
N1 1.781 -1.539 0.623
C7 0.783 -3.852 0.423
C8 1.304 -5.150 0.482
C9 0.485 -6.258 0.595
C10 -0.889 -6.095 0.617
C11 -1.419 -4.819 0.550
C12 -0.611 -3.688 0.474
P1 -1.509 -2.104 0.352
C13 -2.247 -2.256 -1.306
C14 -3.430 -2.948 -1.560
C15 -3.886 -3.099 -2.859
C16 -3.165 -2.562 -3.919
C17 -1.989 -1.870 -3.675
C18 -1.536 -1.711 -2.372
C19 -2.879 -2.176 1.523
C20 -2.774 -2.867 2.728
C21 -3.833 -2.861 3.622
C22 -4.994 -2.158 3.325
C23 -5.089 -1.442 2.140
C24 -4.032 -1.443 1.243
H1 3.878 -1.724 3.911
H2 3.605 -2.849 2.586
H3 2.275 -1.845 3.178
H4 4.807 -0.738 1.879
H5 2.211 0.656 2.688
H6 3.567 1.404 1.825
H7 3.763 0.818 3.480
H8 3.183 -0.100 -0.006
H9 4.805 -2.478 0.437
H10 4.208 -1.929 -1.147
H11 2.372 -5.287 0.446
H12 0.923 -7.245 0.657
H13 -1.547 -6.950 0.683
H14 -2.495 -4.700 0.563
H15 -4.010 -3.357 -0.741
H16 -4.802 -3.643 -3.046
H17 -3.523 -2.682 -4.932
H18 -1.422 -1.454 -4.498
H19 -0.609 -1.175 -2.190
H20 -1.864 -3.399 2.976
H21 -3.750 -3.406 4.553
H22 -5.820 -2.161 4.023
H23 -5.982 -0.876 1.914
H24 -4.111 -0.874 0.324
O2 -0.394 0.162 5.029
C25 -0.327 -0.110 3.887
N2 -0.274 -0.421 2.735
C26 6.497 1.882 -1.525
C27 5.031 2.032 -1.236
C28 4.080 1.309 -1.944
C29 2.712 1.488 -1.756
C30 1.784 0.609 -2.554
C31 2.281 2.419 -0.796
Te1 0.413 3.442 -0.764
N3 -0.575 2.308 0.551
C32 -1.735 3.039 0.633
O3 -1.884 3.993 -0.156
C33 -2.777 2.799 1.671
C34 -2.874 1.621 2.398
C35 -3.835 1.478 3.386
C36 -4.710 2.521 3.651
C37 -4.627 3.700 2.920
C38 -3.669 3.838 1.929
C39 -0.468 2.864 -2.578
C40 -1.318 1.771 -2.608
C41 -1.968 1.440 -3.785
C42 -1.759 2.210 -4.920
C43 -0.918 3.311 -4.872
C44 -0.261 3.668 -3.697
C45 0.645 4.871 -3.671
C46 3.232 3.107 -0.017
C47 2.845 4.029 1.116
C48 4.584 2.904 -0.252
H25 6.704 0.967 -2.077
H26 7.084 1.874 -0.606
H27 6.848 2.722 -2.128
H28 4.410 0.581 -2.678
H29 1.414 1.105 -3.454
H30 0.913 0.313 -1.966
H31 2.311 -0.291 -2.869
H32 -2.193 0.805 2.232
H33 -3.889 0.557 3.951
H34 -5.453 2.419 4.430
H35 -5.307 4.515 3.126
H36 -3.593 4.749 1.352
H37 -1.491 1.188 -1.710
H38 -2.643 0.595 -3.809
H39 -2.263 1.961 -5.844
H40 -0.774 3.916 -5.758
H41 0.634 5.382 -4.631
H42 1.680 4.589 -3.459
H43 0.331 5.593 -2.913
H44 1.830 3.860 1.481
H45 2.942 5.081 0.837
H46 3.507 3.857 1.964
H47 5.306 3.436 0.357

Its net charge is +1. The calculation puts the HOMO energy (alpha / beta) at -8.840 / -11.246 eV. As for the maximum force: 0.0135 Eh/bohr. Its spin multiplicity is 2.

Mulliken population analysis, charges in e, atoms 1 to 6: 1.944 -1.607 0.750 -0.664 0.477 -0.463


3.
Entry from OMol25: a 2-piece molecular cluster, C4H11N2 overall (ωB97M-V/def2-TZVPD).

Atoms and positions in Å:
C1 0.924 0.144 -1.362
C2 0.696 1.571 -0.877
C3 0.153 0.426 -0.143
C4 -1.361 -1.353 0.516
N1 1.136 -0.380 1.703
N2 -1.225 0.069 0.107
H1 0.413 -0.219 -2.243
H2 1.922 -0.257 -1.270
H3 1.544 2.114 -0.485
H4 0.011 2.212 -1.417
H5 -0.996 -1.999 -0.278
H6 -0.739 -1.504 1.397
H7 -2.399 -1.588 0.729
H8 2.032 -0.638 1.298
H9 1.275 0.498 2.203
H10 -1.594 0.664 0.863
H11 -1.791 0.240 -0.740

Its net charge is +1. The calculation puts the HOMO energy (alpha / beta) at -13.997 / -14.001 eV. As for the maximum force: 0.0913 Eh/bohr. Its spin multiplicity is 1.

natural (NBO) population analysis, charges in e, atoms 1 to 6: -0.458 -0.448 0.285 -0.433 -0.786 -0.533


4.
Entry from OMol25: a 2-piece molecular cluster, C2H4O4 overall (ωB97M-V/def2-TZVPD).

Atoms and positions in Å:
C1 1.188 -0.210 -1.277
C2 -1.209 0.319 1.235
O1 0.049 -0.625 -1.717
O2 1.559 -0.089 -0.135
O3 -0.064 0.714 1.679
O4 -1.449 -0.479 0.359
H1 1.872 0.007 -2.119
H2 -2.035 0.802 1.792
H3 0.699 0.328 1.150
H4 -0.609 -0.767 -0.967

Its net charge is 0. The calculation puts the HOMO energy at -10.982 eV. As for the maximum force: 0.0300 Eh/bohr. As for the structure (SMILES): O=CO.O=CO. Its spin multiplicity is 1.

natural (NBO) population analysis, charges in e, atoms 1 to 6: 0.689 0.689 -0.665 -0.658 -0.665 -0.658


5.
Entry from OMol25: a 12-piece molecular cluster, C13H50N14O12 overall (ωB97M-V/def2-TZVPD).

Atoms and positions in Å:
C1 -3.895 3.638 1.992
C2 -3.550 3.340 0.595
O1 -2.930 2.100 0.482
H1 -4.246 4.632 2.009
H2 -2.926 3.541 2.509
H3 -4.661 2.988 2.311
H4 -2.849 4.115 0.303
H5 -4.411 3.427 -0.095
H6 -2.636 1.937 -0.430
C3 1.406 -3.300 0.577
O2 0.296 -3.644 1.205
N1 2.476 -4.028 0.395
N2 1.553 -2.140 0.005
H7 2.468 -4.851 0.957
H8 3.379 -3.621 0.183
H9 0.705 -1.453 0.121
H10 2.458 -1.804 -0.365
C4 -0.453 1.154 3.215
O3 0.520 1.569 4.089
N3 -1.396 0.344 3.601
N4 -0.759 1.785 2.130
H11 -1.264 -0.069 4.469
H12 -2.064 -0.163 2.928
H13 -0.046 2.481 1.682
H14 -1.661 1.761 1.659
C5 2.925 1.548 1.557
O4 3.867 1.583 0.511
N5 2.732 2.512 2.444
N6 2.068 0.621 1.713
H15 3.632 3.083 2.429
H16 2.376 2.349 3.417
H17 2.052 -0.239 1.189
H18 1.626 0.590 2.621
C6 -0.099 4.267 0.630
O5 -0.733 4.917 -0.422
N7 0.840 3.354 0.549
N8 -0.489 4.497 1.844
H19 1.112 3.074 -0.444
H20 1.511 3.084 1.311
H21 -1.109 5.351 1.941
H22 -0.233 3.924 2.714
C7 1.801 -3.621 -3.017
O6 2.017 -3.722 -4.323
N9 2.346 -4.401 -2.177
N10 1.001 -2.708 -2.540
H23 2.994 -5.156 -2.548
H24 2.382 -4.287 -1.109
H25 0.833 -1.909 -3.175
H26 1.084 -2.436 -1.521
C8 -1.440 2.308 -3.306
O7 -2.248 2.553 -2.219
N11 -0.655 3.169 -3.872
N12 -1.470 1.120 -3.785
H27 -0.782 4.218 -3.890
H28 -0.056 2.921 -4.638
H29 -2.114 0.374 -3.415
H30 -0.809 0.675 -4.462
C9 -0.925 -5.209 -1.126
O8 -1.966 -5.859 -0.650
N13 -0.978 -3.975 -1.546
N14 0.196 -5.858 -1.275
H31 -1.778 -3.380 -1.316
H32 -0.186 -3.471 -2.010
H33 0.204 -6.820 -0.891
H34 0.979 -5.334 -1.699
C10 -0.207 0.183 -0.732
O9 -0.429 -0.411 0.508
H35 -0.311 -0.539 -1.574
H36 0.738 0.732 -0.725
H37 -1.048 0.865 -0.892
H38 -0.543 0.266 1.188
C11 2.202 2.031 -2.646
O10 1.266 2.840 -1.992
H39 2.368 2.501 -3.567
H40 1.799 1.061 -3.027
H41 3.176 1.974 -2.136
H42 0.580 3.000 -2.668
C12 1.336 -2.113 3.626
O11 2.664 -1.841 3.361
H43 0.642 -1.756 2.901
H44 1.040 -1.661 4.622
H45 1.137 -3.155 3.731
H46 3.170 -2.248 4.133
C13 -3.171 -1.381 -0.980
O12 -2.611 -2.350 -0.089
H47 -4.196 -1.625 -1.297
H48 -2.494 -1.331 -1.807
H49 -3.258 -0.471 -0.375
H50 -1.871 -2.015 0.416

Its net charge is 0. The calculation puts the HOMO energy at -7.848 eV. As for the maximum force: 0.1887 Eh/bohr. As for the structure (SMILES): NC(N)=O.NC(N)=O.NC(N)=O.NC(N)=O.NC(N)=O.NC(N)=O.NC(N)=O.CCO.CO.CO.CO.CO. Its spin multiplicity is 1.

Mulliken population analysis, charges in e, atoms 1 to 6: -1.406 -0.065 -0.895 0.432 0.248 0.348


6.
Entry from OMol25: a 2-piece molecular cluster, C4H6BrClN2 overall (ωB97M-V/def2-TZVPD).

Atoms and positions in Å:
C1 1.921 -1.452 -0.581
C2 -3.356 0.457 0.751
C3 -0.964 -1.161 0.473
C4 -0.258 1.064 -0.119
N1 1.354 -0.582 0.110
N2 -0.015 -0.383 0.091
Cl1 -0.643 -2.820 0.650
Br1 -4.366 -0.195 -0.646
H1 3.004 -1.766 -0.300
H2 1.324 -2.134 -1.258
H3 -3.715 0.110 1.680
H4 0.646 1.705 -0.083
H5 -0.861 1.222 -1.149
H6 -1.047 1.295 0.663

Its net charge is 0. The calculation puts the HOMO energy (alpha / beta) at -8.085 / -8.084 eV. As for the maximum force: 0.0698 Eh/bohr. Its spin multiplicity is 1.

natural (NBO) population analysis, charges in e, atoms 1 to 6: -0.046 -0.280 0.048 -0.437 -0.276 -0.286


7.
Entry from OMol25: CHBiF3O as an isolated structure (ωB97M-V/def2-TZVPD).

Atoms and positions in Å:
C1 0.115 -1.094 -0.114
F1 0.747 -1.492 -1.266
F2 -1.059 -1.806 -0.133
F3 0.843 -1.707 0.876
H1 -0.035 0.334 0.034
Bi1 -0.403 3.806 0.399
O1 -0.208 1.960 0.204

Its net charge is 0. The calculation puts the HOMO energy (alpha / beta) at -8.321 / -10.621 eV. As for the maximum force: 0.0843 Eh/bohr. Its spin multiplicity is 2.

Mulliken population analysis, charges in e, atoms 1 to 6: 0.616 -0.234 -0.234 -0.234 0.159 0.620


8.
Entry from OMol25: C30H38N3SbY as an isolated structure (ωB97M-V/def2-TZVPD).

Atoms and positions in Å:
Y1 0.136 -0.235 -0.317
C1 1.618 -3.780 -1.399
C2 2.108 -2.614 -0.588
C3 3.096 -1.758 -1.097
C4 3.644 -0.750 -0.315
C5 3.211 -0.557 0.995
C6 2.247 -1.404 1.533
C7 1.690 -2.425 0.745
H1 2.459 -4.422 -1.665
H2 1.161 -3.460 -2.339
H3 0.908 -4.391 -0.845
H4 3.510 -1.970 -2.075
H5 4.468 -0.167 -0.703
H6 3.696 0.182 1.616
H7 2.000 -1.352 2.588
H8 1.080 -3.192 1.213
C8 1.911 0.839 -3.133
C9 2.103 1.907 -2.103
C10 2.900 3.012 -2.388
C11 3.075 3.981 -1.418
C12 2.433 3.830 -0.196
C13 1.658 2.698 0.045
N1 1.510 1.746 -0.910
C14 0.966 2.491 1.344
C15 1.055 3.420 2.382
C16 0.362 3.189 3.559
C17 -0.406 2.043 3.683
C18 -0.443 1.130 2.628
N2 0.237 1.366 1.488
C19 -1.258 -0.112 2.704
C20 -1.940 -0.467 3.865
C21 -2.725 -1.613 3.876
C22 -2.822 -2.369 2.722
C23 -2.112 -1.973 1.590
C24 -2.241 -2.756 0.318
N3 -1.333 -0.881 1.589
H9 2.221 1.197 -4.112
H10 0.864 0.519 -3.199
H11 2.530 -0.024 -2.882
H12 3.376 3.103 -3.351
H13 3.697 4.842 -1.607
H14 2.556 4.600 0.545
H15 1.652 4.310 2.291
H16 0.422 3.897 4.372
H17 -0.965 1.885 4.589
H18 -1.873 0.122 4.763
H19 -3.261 -1.897 4.767
H20 -3.440 -3.252 2.695
H21 -2.603 -3.758 0.537
H22 -1.281 -2.832 -0.213
H23 -2.980 -2.289 -0.344
C25 -4.606 0.292 -4.045
C26 -3.165 -0.111 -3.845
Sb1 -2.295 0.757 -2.007
C27 -3.962 0.921 -0.575
C28 -4.697 2.245 -0.603
C29 -1.747 2.805 -2.595
C30 -2.702 3.429 -3.590
H24 -5.003 -0.256 -4.900
H25 -4.707 1.352 -4.267
H26 -5.232 0.043 -3.189
H27 -2.536 0.246 -4.658
H28 -3.061 -1.193 -3.771
H29 -3.527 0.736 0.412
H30 -4.646 0.104 -0.812
H31 -4.042 3.083 -0.366
H32 -5.489 2.222 0.146
H33 -5.171 2.420 -1.566
H34 -0.742 2.736 -3.021
H35 -1.692 3.389 -1.673
H36 -2.662 2.920 -4.552
H37 -2.414 4.466 -3.756
H38 -3.727 3.433 -3.227

Its net charge is +3. The calculation puts the HOMO energy at -17.199 eV. As for the maximum force: 0.0300 Eh/bohr. Its spin multiplicity is 1.

Mulliken population analysis, charges in e, atoms 1 to 6: 0.000 -1.613 0.862 -0.476 -0.603 -0.375